(1)
21
Properties=species:S:1:pos:R:3:lowdin_charge:R:1 method="wB97M-V/def2-TZVPD" mol_weight_g_mol=259.06 e_homo_ev="-8.19 / -8.19" homo_lumo_gap_ev="4.2 / 4.2" total_energy_ha=-3218.0748
C 2.25318 -1.94403 0.56891 0.0284
C 1.47910 -1.89736 -0.59245 -0.0346
C 2.16157 -0.94009 1.54454 -0.0380
C 0.74476 -0.80897 -0.87592 0.0222
C 1.33366 0.11286 1.32312 0.0243
C 0.54444 0.19497 0.12894 -0.1296
C -1.00525 1.40530 -1.42250 -0.5202
C -0.58042 1.00797 0.01424 0.0554
N -2.31617 1.39535 -1.70444 0.1850
N -1.31215 1.48757 1.15607 -0.3117
O -0.03614 1.66815 -2.08379 0.1027
O -2.23971 2.28725 0.95274 0.0763
O -1.00389 1.05970 2.24714 0.1045
Br -2.98321 -1.60098 0.00002 -0.3921
H 2.87245 -2.86841 0.73762 0.1397
H 1.36988 -2.55469 -1.30999 0.0720
H 2.65513 -0.88720 2.45449 0.0963
H 0.21043 -0.89635 -1.82330 0.1426
H 1.27595 0.82983 2.16492 0.1371
H -2.94109 1.37660 -0.81553 0.1247
H -2.48252 1.57252 -2.66483 0.1149


(2)
19
Properties=species:S:1:pos:R:3:lowdin_charge:R:1 method="wB97M-V/def2-TZVPD" mol_weight_g_mol=87.17 e_homo_ev="-1.54 / -1.14" homo_lumo_gap_ev="5.7 / 4.7" charge=-1 total_energy_ha=-252.8662 spin_multiplicity=2
C 2.26053 0.27949 -1.56555 -0.0944
C -1.30404 -0.83352 1.24829 -0.4521
C -0.89831 0.04411 0.04796 -0.4543
C 0.04945 1.14600 0.63027 -0.1238
C -0.18557 -0.85232 -0.98877 -0.0727
N -2.05019 0.20198 1.95872 -0.1955
H 0.16217 -1.77818 -0.53568 0.0473
H 3.26476 0.01317 -1.29429 -0.0177
H 2.18315 -0.01263 -2.61735 -0.0044
H -1.96338 -1.68496 1.08183 0.0724
H -1.80051 0.53131 -0.34324 0.1030
H -0.04495 2.06431 0.05165 0.0644
H -0.19714 1.32330 1.67581 0.0365
H 1.06910 0.79364 0.61124 0.0327
H -0.79577 -1.10317 -1.84347 0.0392
H 1.14089 -0.13450 -0.93807 0.0325
H 2.12166 1.35483 -1.55692 -0.0067
H -2.68055 -0.17924 2.69992 -0.0904
H -0.33130 -1.17361 1.67766 0.0841


(3)
60
Properties=species:S:1:pos:R:3:lowdin_charge:R:1 method="wB97M-V/def2-TZVPD" mol_weight_g_mol=573.40 e_homo_ev=-10.91 homo_lumo_gap_ev=6.0 charge=+1 total_energy_ha=-1793.2531
C 4.28100 4.66571 -0.70309 -0.0358
O 2.93930 4.62388 -1.25148 -0.0501
C 2.36222 3.41791 -1.48134 -0.2207
C 1.05711 3.43770 -2.03907 0.0373
C 0.39328 2.25887 -2.24641 0.0108
C 0.94836 0.99167 -1.89356 -0.2010
C 0.15065 -0.17472 -2.06968 0.0234
C 0.59313 -1.50617 -2.34318 -0.2374
C -0.39383 -2.46283 -2.72444 -0.0091
C -0.12063 -3.79625 -2.85063 0.0332
C 1.16654 -4.27725 -2.49203 -0.2237
O 1.30262 -5.62359 -2.38700 -0.0516
C 2.53769 -6.18371 -1.87313 -0.0320
C 2.20404 -3.34989 -2.23386 0.0197
C 1.92665 -1.99082 -2.24987 0.0077
C 2.24687 1.00084 -1.32341 0.0036
C 2.96474 2.17708 -1.16701 0.0190
H 4.45547 5.73192 -0.58026 0.0983
H 4.33850 4.16342 0.27337 0.1009
H 5.01348 4.24641 -1.40807 0.1041
H 0.60026 4.39908 -2.27732 0.1369
H -0.59920 2.26223 -2.69482 0.1361
H -0.91534 -0.00309 -2.22053 0.1026
H -1.39602 -2.08890 -2.91868 0.1248
H -0.88448 -4.51241 -3.15535 0.1373
H 2.35481 -7.25455 -1.92877 0.0994
H 3.39640 -5.91824 -2.50489 0.0998
H 2.70794 -5.89253 -0.82722 0.1043
H 3.21074 -3.72546 -2.01852 0.1185
H 2.76129 -1.29777 -2.19675 0.1080
H 2.69155 0.07821 -0.95736 0.1052
H 3.97887 2.16638 -0.75982 0.1143
C -4.40635 1.62444 1.78565 0.0235
C -3.83141 2.19748 0.50250 -0.5303
C -4.67752 3.37391 0.01140 0.0205
O -2.48698 2.66532 0.69210 0.0675
C -1.46529 1.73825 0.78740 -0.5439
O -0.42410 2.07156 1.32076 0.0653
C -1.71790 0.45784 0.16756 -0.4322
I -0.73042 -1.25032 0.83846 1.7631
C -0.31498 -1.27621 2.97595 -0.4872
C 0.92644 -0.87723 3.45707 -0.1179
C 1.16538 -0.93545 4.84482 -0.0563
C 0.16191 -1.38542 5.70966 -0.0582
C -1.08334 -1.77941 5.20350 -0.0583
C -1.32473 -1.72745 3.82144 -0.1306
C -2.87657 0.26915 -0.65481 -0.5721
O -3.04416 -0.65320 -1.43333 0.0438
O -3.85283 1.23489 -0.57651 0.0699
H -3.83113 0.76773 2.15221 0.0861
H -4.40784 2.41540 2.54695 0.1060
H -5.44506 1.31795 1.60984 0.1042
H -4.25760 3.74436 -0.92918 0.0973
H -5.70622 3.03998 -0.16567 0.1010
H -4.67875 4.17770 0.75462 0.1002
H 1.69411 -0.52788 2.76827 0.1037
H 2.13747 -0.63679 5.24366 0.1158
H 0.35007 -1.43347 6.78598 0.1173
H -1.86421 -2.13425 5.87665 0.1160
H -2.28203 -2.04199 3.40723 0.1019


(4)
82
Properties=species:S:1:pos:R:3:lowdin_charge:R:1 method="wB97M-V/def2-TZVPD" mol_weight_g_mol=642.77 e_homo_ev="-14.96 / -14.96" homo_lumo_gap_ev="7.0 / 7.2" charge=+3 total_energy_ha=-2534.6564 spin_multiplicity=3
Pr -0.09793 0.35221 1.45083 1.1450
C -1.31395 1.47008 4.76722 -0.1592
C -1.95605 0.11941 4.46828 -0.1521
N -1.06494 -0.79468 3.70924 -0.1578
C -0.03204 -1.49167 4.50950 -0.2255
C 1.16771 -0.66308 4.97036 -0.3838
S 1.93661 0.45583 3.72958 0.8771
C 1.64238 2.12889 4.42300 -0.3899
C 0.46301 2.90478 3.83131 -0.2311
N -0.71233 2.05885 3.55186 -0.1364
H -2.07859 2.12438 5.18968 0.1470
H -0.54926 1.35698 5.53097 0.1051
H -2.27497 -0.33529 5.41032 0.1421
H -2.84875 0.27561 3.85846 0.1353
H -1.68058 -1.53992 3.38906 0.1116
H -0.47438 -1.92585 5.41206 0.1421
H 0.33244 -2.31958 3.89734 0.1242
H 0.94393 -0.05585 5.84355 0.0825
H 1.95651 -1.35511 5.26063 0.0918
H 1.55746 1.99869 5.50010 0.0886
H 2.56432 2.68031 4.24702 0.0909
H 0.22184 3.70642 4.53631 0.1438
H 0.75883 3.37646 2.89126 0.1267
H -1.40918 2.66649 3.12785 0.1327
C -1.15441 1.90508 -0.12641 -0.3880
Si -1.41419 1.00930 -1.77470 0.6417
C -1.89261 -0.79203 -1.20863 -0.1948
N -1.00535 -1.47150 -0.20644 -0.3063
C -1.76034 -2.50998 0.55128 -0.1958
C -2.21596 -3.68577 -0.30628 -0.1538
C -0.98863 -4.36923 -0.90235 -0.1719
C -0.18002 -3.35416 -1.70782 -0.1572
C 0.15865 -2.12090 -0.86667 -0.2022
C -2.77340 1.66607 -2.85918 -0.2560
C -4.07162 1.74579 -2.34254 -0.1048
C -5.09438 2.31786 -3.07869 -0.0639
C -4.83474 2.82486 -4.34548 -0.0503
C -3.55328 2.75458 -4.87209 -0.0585
C -2.52919 2.18117 -4.13453 -0.0849
C 0.25175 0.95519 -2.68715 -0.2723
C 1.22745 1.93641 -2.48201 -0.1227
C 2.37209 1.99633 -3.27220 -0.0836
C 2.57222 1.05911 -4.27736 -0.0750
C 1.61593 0.07403 -4.49876 -0.0576
C 0.46627 0.03790 -3.72239 -0.0991
H -2.15843 2.12490 0.27381 0.0132
H -0.68523 2.88234 -0.29640 0.0073
H -2.04101 -1.42325 -2.08778 0.0900
H -2.88126 -0.68922 -0.75023 0.0973
H -2.62321 -2.03244 1.02622 0.1261
H -1.09569 -2.90384 1.33488 0.1207
H -2.88400 -3.33973 -1.09655 0.1233
H -2.78487 -4.38275 0.30955 0.1300
H -1.28065 -5.20667 -1.53431 0.1268
H -0.37052 -4.77359 -0.09349 0.1206
H -0.74093 -3.05819 -2.59614 0.1149
H 0.75516 -3.80083 -2.05085 0.1230
H 0.63399 -1.37498 -1.50123 0.0906
H 0.85666 -2.42786 -0.07275 0.1165
H -4.28833 1.35636 -1.35155 0.0955
H -6.09331 2.37383 -2.66684 0.1141
H -5.63258 3.27375 -4.92163 0.1182
H -3.35077 3.15067 -5.85827 0.1157
H -1.53008 2.13321 -4.55421 0.0994
H 1.06014 2.70921 -1.73724 0.0988
H 3.08351 2.80288 -3.13281 0.1130
H 3.44176 1.12603 -4.91999 0.1145
H 1.74663 -0.63757 -5.30414 0.1172
H -0.29352 -0.70486 -3.94565 0.1137
N 5.88746 -1.37738 -0.86246 0.2136
C 4.71155 -0.44781 -0.96577 -0.1196
C 3.57921 -0.84079 -0.00185 -0.2220
N 2.52845 0.18437 0.06471 0.0092
H 6.62598 -1.10439 -1.51628 0.1871
H 5.62987 -2.34246 -1.08192 0.1833
H 6.29342 -1.36961 0.07595 0.1812
H 4.35438 -0.46282 -1.99463 0.1343
H 5.06281 0.55865 -0.74052 0.1433
H 3.98148 -0.99147 1.00377 0.1256
H 3.12254 -1.77449 -0.33484 0.1149
H 2.18069 0.37746 -0.87513 0.0552
H 2.95036 1.05880 0.37123 0.0997


(5)
19
Properties=species:S:1:pos:R:3:lowdin_charge:R:1 method="wB97M-V/def2-TZVPD" mol_weight_g_mol=224.54 e_homo_ev=-2.21 homo_lumo_gap_ev=7.5 charge=-2 total_energy_ha=-1402.4106
C -0.31023 0.44133 0.59179 -0.3008
C -0.56613 -0.98016 0.35303 -0.3302
C 1.72075 0.82638 -1.18724 -0.0624
C 0.91015 1.16212 0.65509 -0.2801
N -1.45214 1.06622 0.57394 0.0901
N -1.89496 -1.06802 0.13523 0.0363
N -2.41708 0.07456 0.43305 -0.1146
N 0.37528 -1.97426 0.34150 0.1364
O 3.02526 -1.28513 -0.19845 -0.3587
O 4.21238 1.11648 -0.02689 -0.3692
O 1.96312 0.57234 1.30244 -0.2315
P 3.06150 0.18066 -0.06781 0.3254
Cl -10.02135 -0.02036 -0.44341 -1.0000
H 1.87105 1.69109 -1.85310 0.0295
H 1.05344 -0.05546 -1.46387 0.0488
H 0.59739 2.24815 0.88715 0.1399
H -3.35517 0.28596 0.03072 0.1555
H 1.27586 -1.55659 0.00424 0.0394
H -0.04911 -2.72530 -0.06740 0.0463


(6)
20
Properties=species:S:1:pos:R:3:lowdin_charge:R:1 method="wB97M-V/def2-TZVPD" mol_weight_g_mol=120.15 e_homo_ev=-9.25 homo_lumo_gap_ev=4.7 total_energy_ha=-423.1579
O 1.92424 1.24412 0.06669 0.0131
C 2.45438 0.47765 -0.75403 -0.5740
O 2.04637 -0.56448 -1.24065 0.0090
C -1.71426 0.96050 -0.47651 -0.0972
C -0.83456 -0.11118 -0.98673 -0.2146
C -0.64806 -1.10283 0.12857 -0.1955
C 0.13282 -0.60303 1.29864 -0.0428
H 3.39405 0.89024 -1.15965 0.1409
H -3.44376 -0.96008 1.68595 0.0326
H -1.79812 1.90242 -1.03467 0.0986
H 0.23237 0.22461 -1.19477 0.1371
H -1.31297 -0.59930 -1.83661 0.1282
H -0.17642 -2.01660 -0.25527 0.1403
H -1.75280 -1.28447 0.46606 0.1491
H -0.44923 0.12927 1.84646 0.0765
H 0.37532 -1.39833 1.98565 0.0971
H 1.04231 -0.09649 0.86816 0.0950
H -2.66466 0.42250 -0.24995 0.0868
H -1.39052 1.16987 0.53400 0.0602
O -2.56873 -0.55725 1.56842 -0.1403


(7)
100
Properties=species:S:1:pos:R:3:lowdin_charge:R:1 method="wB97M-V/def2-TZVPD" mol_weight_g_mol=738.40 e_homo_ev=-9.00 homo_lumo_gap_ev=1.3 charge=+1 total_energy_ha=-5479.3732
C -1.11669 -3.76130 -0.34993 -0.0765
C -1.68179 -2.33582 -0.35387 -0.2127
C -0.57821 -1.28842 -0.10006 -0.3134
C 0.47585 -1.38938 -1.22789 -0.0587
C -1.12306 0.16921 0.03335 -0.2324
C -2.54301 0.20817 0.56899 -0.1396
N -2.59825 -0.25240 1.98434 0.0812
C -1.92743 0.77016 2.83372 -0.1078
C -0.45969 0.80795 2.43340 -0.1404
C -0.21386 1.08735 0.92521 -0.4930
C 1.28742 0.86321 0.64060 -0.1960
C 2.28874 1.70410 1.43542 -0.1929
C 3.63916 1.00089 1.43433 -0.2279
O 3.52498 -0.06523 2.35184 -0.2038
C 3.85561 -1.35759 1.87377 -0.1109
P -0.54187 2.85528 0.54697 0.8021
N -0.09462 3.87760 1.64048 -0.3162
H -0.25443 -3.84558 0.31535 0.0850
H -0.79230 -4.03027 -1.35178 0.0503
H -1.87327 -4.48808 -0.05747 0.0841
H -2.13551 -2.11945 -1.32780 0.1199
H -2.50258 -2.27762 0.36485 0.0936
H -0.09563 -1.56409 0.84797 0.1278
H 0.46669 -0.50131 -1.86305 0.0770
H 0.26972 -2.23677 -1.87785 0.0369
H 1.49792 -1.50226 -0.86922 0.0778
H -1.19104 0.58874 -0.97854 0.1503
H -2.94126 1.22245 0.58233 0.1093
H -3.28577 -0.40149 0.06157 0.0820
H -2.08873 -1.13530 2.05344 0.1697
H -3.58780 -0.43167 2.20558 0.1740
H -2.42615 1.71696 2.62039 0.1281
H -2.07089 0.52761 3.88545 0.1348
H -0.02154 -0.17287 2.65291 0.1375
H 0.05497 1.55137 3.03726 0.0962
H 1.49666 -0.18837 0.83420 0.0898
H 1.47888 1.03053 -0.42363 0.1190
H 2.00475 1.76067 2.48735 0.0935
H 2.36514 2.72332 1.04650 0.0776
H 3.89275 0.62613 0.43550 0.1287
H 4.43352 1.68551 1.74662 0.1221
H 4.81100 -1.35508 1.34027 0.0897
H 3.08044 -1.74322 1.19662 0.0752
H 3.89868 -1.99827 2.75147 -0.0188
H -1.88613 2.93187 0.13747 0.0208
H 0.14918 2.96404 -0.67345 0.0370
H -0.76944 4.51358 2.03575 -0.0456
C -6.92215 0.68501 0.33805 -0.0770
C -5.99008 -0.29176 -0.38595 -0.6182
C -6.84143 -1.41687 -1.03381 -0.0524
O -5.06660 -0.84301 0.43817 -0.1930
H -7.45083 0.15599 1.13288 0.0776
H -6.33929 1.49534 0.78350 0.0619
H -7.65444 1.12467 -0.34179 0.0743
H -5.51677 0.25836 -1.23368 0.1370
H -7.36408 -1.95887 -0.24639 0.0783
H -6.19704 -2.10977 -1.57392 0.0692
H -7.56743 -0.99003 -1.72769 0.0768
C 1.73959 6.17048 8.63937 0.0368
C 0.65935 5.35700 8.02361 -0.4042
O -0.50683 5.36700 8.18282 0.2042
N 1.17899 4.31953 6.99836 0.0919
C 1.17138 4.91847 5.55577 -0.1160
H 1.28483 6.96267 9.22712 0.1109
H 2.34611 5.53603 9.29043 0.1136
H 2.39594 6.59889 7.88065 0.1018
H 2.11855 3.98834 7.21719 0.1728
H 0.52243 3.53868 7.03964 0.1747
H 1.51793 4.17924 4.84047 -0.0367
H 1.83420 5.77511 5.58044 0.0009
H 0.14676 5.20839 5.33811 0.0842
C -1.11716 -4.27086 -4.34898 -0.1946
O -2.14843 -4.20703 -3.40562 -0.0824
H -0.62307 -5.23569 -4.26463 0.1003
H -1.43411 -4.07989 -5.37407 0.0871
H -0.34720 -3.48897 -4.05248 -0.1024
H -2.57735 -3.34814 -3.47322 0.0906
C 1.89709 -1.50661 -8.54899 0.0482
C 1.43950 -0.38626 -9.13044 -0.2293
C 0.09201 -0.31667 -9.84231 -0.3095
O -0.19981 0.77238 -10.30589 0.0993
C -0.72500 -1.50051 -9.91867 0.0702
C -0.26522 -2.62110 -9.34023 -0.2300
C 1.07232 -2.68513 -8.61071 -0.3403
O 1.34505 -3.76065 -8.10818 0.0689
O -0.90559 -3.77496 -9.32818 0.1164
O 2.08574 0.76369 -9.14766 0.1185
H 2.84772 -1.56029 -8.03824 0.1318
H -1.67301 -1.44981 -10.43460 0.1356
H -0.31687 -4.39109 -8.84196 0.1186
H 1.50503 1.38412 -9.63660 0.1196
C 7.70373 -2.82352 3.31707 -0.1489
O 6.78101 -2.52462 4.34791 -0.2174
H 7.88925 -3.89376 3.36521 0.0833
H 7.31405 -2.57848 2.32437 0.0706
H 8.65096 -2.29509 3.46556 0.0804
H 6.56803 -1.58789 4.35066 0.0466
Cl 4.13851 -2.67484 5.11315 -0.1104
Mg 2.10671 5.53426 2.88035 0.4741
Br 1.22589 -2.26637 -4.86267 0.1511


(8)
61
Properties=species:S:1:pos:R:3:lowdin_charge:R:1 method="wB97M-V/def2-TZVPD" mol_weight_g_mol=760.79 e_homo_ev="-1.68 / -2.83" homo_lumo_gap_ev="5.6 / 6.7" charge=-2 total_energy_ha=-6998.7252 spin_multiplicity=4
V -1.01707 0.24839 -0.28951 0.7872
O 1.55297 -2.62245 -2.73078 -0.2629
As 0.30773 -2.54126 -1.49555 0.8995
O 0.45891 -3.78533 -0.45980 -0.4602
O 0.47788 -0.97808 -0.86532 -0.5381
C -1.36806 -2.65144 -2.46647 -0.2333
C -2.10216 -3.78775 -2.14749 -0.0889
C -3.37304 -3.98249 -2.66796 -0.0794
C -3.92364 -3.03155 -3.50975 -0.0798
C -3.19981 -1.89349 -3.83524 -0.0618
C -1.92654 -1.69994 -3.32054 -0.2543
S -1.10867 -0.17188 -3.76769 0.4761
O -1.24268 0.70623 -2.58233 -0.4278
O -1.82954 0.36297 -4.90172 -0.3300
O 0.27984 -0.51953 -4.05613 -0.3616
H 1.33432 -1.90325 -3.35478 -0.0075
H -1.67519 -4.49209 -1.44443 0.0972
H -3.94282 -4.85750 -2.38193 0.0987
H -4.92537 -3.15918 -3.90166 0.0962
H -3.60956 -1.13774 -4.49085 0.1038
C 2.24548 3.00692 -1.86637 -0.2166
S 1.55149 1.37834 -1.56842 1.0185
O 0.41301 1.75035 -0.61944 -0.5800
C 2.83515 0.75512 -0.49912 -0.3778
C 3.77000 -0.11684 -1.03134 -0.0770
C 4.74591 -0.63939 -0.19519 -0.0833
C 4.75321 -0.30977 1.15365 -0.0894
C 3.78812 0.54139 1.67545 -0.0613
C 2.81862 1.08451 0.84599 -0.0471
H 2.36789 3.51965 -0.91315 0.0608
H 1.54074 3.53968 -2.50194 0.0550
H 3.20204 2.89208 -2.37629 0.0555
H 3.69884 -0.42988 -2.06591 0.1123
H 5.47214 -1.33854 -0.58980 0.0985
H 5.49668 -0.74753 1.80880 0.0947
H 3.76012 0.76121 2.73509 0.1037
H 2.03114 1.71214 1.24281 0.1066
Cl -5.80307 0.43217 0.03779 0.5815
C -4.13149 0.23206 0.35683 -1.1467
Cl -4.04451 0.88491 2.86224 -0.2754
Cl -3.16811 1.54843 -0.34107 0.6857
C -3.55248 -1.12118 0.19820 -0.7313
O -4.23856 -2.11219 0.34148 0.0397
O -2.27004 -1.16042 -0.10452 -0.2040
C 0.34149 3.80387 4.07541 -0.1169
C -0.33238 3.91111 2.83817 -0.0963
C -0.58758 2.79349 2.09550 -0.0539
C -0.18828 1.49994 2.52495 -0.2056
C -0.41822 0.34070 1.72205 -0.1486
C -0.01604 -0.87064 2.23581 -0.0925
C 0.60734 -0.98407 3.49907 -0.0816
C 0.86437 0.12567 4.25116 -0.0708
C 0.47222 1.40207 3.77749 -0.1872
C 0.72739 2.57652 4.53144 -0.0656
H 0.53469 4.69261 4.66602 0.0838
H -0.66732 4.88062 2.48864 0.0899
H -1.12461 2.87906 1.16076 0.0749
H -0.15167 -1.77951 1.65874 0.0890
H 0.89904 -1.96611 3.85566 0.0951
H 1.35942 0.05304 5.21476 0.0945
H 1.23030 2.47573 5.48855 0.0959